# 1
14
Properties=species:S:1:pos:R:3:lowdin_charge:R:1 method="wB97M-V/def2-TZVPD" spin_multiplicity=1 homo_energy_ev=-8.533 e_above_lowest_ev=5.693
O -0.5424 -0.8727 -0.3462 -0.14
C 1.6574 -0.0950 -0.1300 -0.24
C 0.2412 0.0751 0.4182 -0.37
C -1.7064 -0.0884 -0.0958 -0.17
C 1.6288 -1.5998 -0.0126 0.16
C -0.8264 1.1509 0.1604 -0.07
H 1.4989 -2.0195 -1.0263 0.01
H 2.4145 0.2929 0.5615 0.11
H 0.2459 -0.1941 1.4845 0.14
H -2.4046 -0.0898 -0.9364 0.12
H -2.1960 -0.4584 0.8144 0.12
H -0.6586 1.7231 -0.7548 0.11
H -1.1073 1.8083 0.9865 0.11
H 1.7550 0.3677 -1.1234 0.11

# 2
14
Properties=species:S:1:pos:R:3:lowdin_charge:R:1 method="wB97M-V/def2-TZVPD" spin_multiplicity=1 homo_energy_ev=-9.852 e_above_lowest_ev=3.177 smiles="C=C[C@@H](O)[C@H]1C=N1"
O -0.4900 1.7297 0.1785 -0.04
N -0.6404 -1.9941 0.8543 0.16
C -1.1598 -1.5485 -0.1978 -0.10
C 1.3712 0.4869 -1.4120 0.03
C 0.0693 0.5443 0.7211 -0.38
C -1.0138 -0.5261 0.8095 -0.24
C 1.1993 0.0848 -0.1586 -0.14
H 0.4628 0.7431 1.7321 0.15
H 0.7054 1.2175 -1.8614 0.06
H -1.8765 -0.2452 1.4198 0.12
H 2.1827 0.1005 -2.0226 0.06
H 1.8581 -0.6612 0.2823 0.11
H -1.1766 2.0347 0.7841 0.09
H -1.4400 -1.8897 -1.1865 0.12